# 1
15
Properties=species:S:1:pos:R:3:forces:R:3 method="wB97M-V/def2-TZVPD" e_lumo_ev=0.8 homo_lumo_gap_ev=9.67 largest_force_ha_per_bohr=0.133 smiles="CO/C=N/N1CC1"
C 1.516982 -2.122647 0.832247 3.0985 0.1718 0.0327
O 0.245604 -1.666903 0.896204 -3.3844 0.3706 -1.1188
C -0.095638 -0.624546 0.136693 1.6171 2.1536 2.3569
N 0.912820 0.296759 -0.120714 -6.0725 -3.0619 -0.4994
N 0.314361 1.352901 -0.910013 -2.4838 1.0998 -0.4118
C -1.262466 1.208600 -1.160087 0.8701 -1.9766 -0.9516
C -0.850612 2.029900 -0.071785 2.7122 0.8528 2.9250
H 2.002799 -1.543798 -0.267032 -0.8196 -2.3690 3.5123
H 2.018465 -1.558089 1.880424 -0.4959 -2.2949 -3.1791
H 1.311991 -3.355703 0.838351 1.6572 3.3241 0.1362
H -1.380548 -0.560980 0.129690 4.6633 -0.5637 0.3924
H -1.703254 0.180503 -0.901285 0.2080 2.6059 -1.9150
H -1.468470 1.669149 -2.147750 -0.1718 -0.3254 0.9748
H -1.057545 3.150706 -0.144953 0.7786 -1.6095 0.3508
H -0.504488 1.544148 1.010010 -2.1772 1.6225 -2.6053

---

# 2
15
Properties=species:S:1:pos:R:3:forces:R:3 method="wB97M-V/def2-TZVPD" e_lumo_ev=0.7 homo_lumo_gap_ev=10.78 largest_force_ha_per_bohr=0.024 smiles=N#CC1(N)CC1.O
N 0.855338 1.527194 -2.296612 -0.3831 -0.4750 1.0787
C 0.457763 1.110587 -1.290257 0.1402 -0.0268 -0.8640
C -0.075246 0.582947 -0.030033 -0.4531 -0.3301 -0.2474
N 0.321979 1.436080 1.073526 -0.1499 -0.5657 0.1111
C -1.504203 0.114122 -0.089763 -0.6758 0.3127 -0.1219
C -0.590524 -1.011111 -0.191477 0.0239 0.5058 0.0231
H -0.451848 1.970779 1.455528 0.1590 -0.2980 -0.1225
H 0.891612 1.062082 1.819132 0.0279 -0.2266 -0.2312
H -2.095582 0.406300 -0.937850 -0.3619 0.1700 -0.0431
H -1.937614 0.187516 0.900903 -0.4187 0.1855 -0.2190
H -0.381310 -1.450475 -1.172450 0.0564 0.5957 0.2467
H -0.593908 -1.799573 0.567107 0.3792 0.8955 0.1016
O 1.759141 -1.585592 0.406499 1.0809 -0.1250 0.0704
H 1.398893 -0.695212 0.284324 0.3447 -0.4964 0.1531
H 1.945511 -1.855644 -0.498577 0.2303 -0.1216 0.0642

---

# 3
15
Properties=species:S:1:pos:R:3:forces:R:3 method="wB97M-V/def2-TZVPD" e_lumo_ev=0.8 homo_lumo_gap_ev=11.14 largest_force_ha_per_bohr=0.021 smiles=C[C@@H](O)[C@H](N)C#N
C 1.398282 -0.249405 0.731303 -0.0157 -0.0062 0.0533
C 0.625248 -0.441181 -0.566127 0.1089 0.2401 -0.0003
O 0.277323 -1.791876 -0.777915 -0.0385 -0.1127 0.1093
C -0.666457 0.434540 -0.643322 -0.0466 -0.1707 -0.0785
N -0.514790 1.763658 -0.076833 -0.0833 0.0371 0.0720
C -1.705778 -0.368994 0.048160 -0.6731 -0.5487 0.6542
N -2.374479 -1.064145 0.689226 0.4695 0.7554 -0.6084
H 0.758281 -0.424497 1.606723 0.0620 0.0198 -0.1214
H 1.823753 0.757114 0.795746 -0.0904 -0.1660 0.0035
H 2.209714 -0.982169 0.761635 -0.0968 0.1415 -0.0085
H 1.259045 -0.170530 -1.414824 -0.0687 0.0565 0.1070
H -0.338437 -2.049698 -0.070301 0.2453 -0.1178 -0.2632
H -0.938269 0.537410 -1.699617 -0.0396 -0.1228 0.2110
H -1.314753 2.340506 -0.321998 0.1622 -0.0630 0.0036
H -0.498686 1.709268 0.938150 0.1048 0.0577 -0.1334

---

# 4
15
Properties=species:S:1:pos:R:3:forces:R:3 method="wB97M-V/def2-TZVPD" e_lumo_ev=0.8 homo_lumo_gap_ev=10.19 largest_force_ha_per_bohr=0.019
C 1.671089 0.001517 1.358534 0.1668 -0.0469 0.0662
N 0.248858 0.229042 1.150591 -0.0034 0.1505 -0.1359
C -0.309265 -0.513528 0.062339 -0.0437 -0.0894 -0.0080
C -1.704088 0.021579 -0.341552 -0.1154 -0.0849 0.2202
O -1.322458 1.022615 -1.260899 -0.2672 0.1548 -0.1596
C 0.176699 -0.141335 -1.333043 0.3832 -0.3489 -0.8043
N 0.384396 -0.208783 -2.510424 0.0783 -0.0668 0.8433
H 2.295587 0.238801 0.479829 -0.1142 -0.0359 0.1205
H 2.012530 0.611129 2.199063 -0.0375 -0.0915 -0.1269
H 1.833536 -1.049873 1.620204 -0.0029 0.1450 -0.0421
H 0.062589 1.215992 0.991281 0.0008 -0.0938 0.0764
H -0.187027 -1.590944 0.230050 -0.0227 0.1500 -0.0554
H -2.207519 0.440794 0.538541 0.0952 -0.0711 -0.1316
H -2.333474 -0.769443 -0.777230 0.0879 0.1278 0.0248
H -0.621452 0.492436 -2.407282 -0.2050 0.2012 0.1123